Record 1
11
Properties=species:S:1:pos:R:3:forces:R:3:mulliken_charge:R:1 method="wB97M-V/def2-TZVPD" de_lowest_kj_mol=105.8 lumo_energy_ev=0.7 smiles="O=CCNC=S" charge=0 largest_force_ev_per_a=1.98 e_homo_ev=-8.606
O 2.785 0.516 -0.359 -0.4332 0.3711 0.5351 -0.47
C 2.260 -0.497 0.020 0.4719 -1.3380 -1.3754 0.06
C 0.785 -0.712 0.244 0.2829 -0.1631 1.3626 -0.51
N 0.130 0.537 0.271 0.4619 1.7221 -0.4922 -0.15
C -1.177 0.787 0.155 0.1365 -0.0649 0.0624 -0.14
S -2.356 -0.281 -0.184 -0.1562 -0.2891 0.1109 -0.34
H 2.866 -1.436 0.050 -0.2280 0.2991 0.3870 0.33
H 0.356 -1.442 -0.437 0.0507 -0.0080 -0.3913 0.37
H 0.679 -1.150 1.252 0.1053 -0.3146 -0.2214 0.26
H 0.783 1.328 0.189 -0.5689 -0.4190 0.2379 0.29
H -1.387 1.833 0.346 -0.1229 0.2044 -0.2157 0.31



Record 2
11
Properties=species:S:1:pos:R:3:forces:R:3:mulliken_charge:R:1 method="wB97M-V/def2-TZVPD" de_lowest_kj_mol=153.5 lumo_energy_ev=0.8 smiles="O=C(S)[C@H]1CN1" charge=0 largest_force_ev_per_a=1.43 e_homo_ev=-9.728
O -1.779 1.540 -0.041 0.1270 -0.0223 0.2137 -0.51
C -1.144 0.525 -0.101 0.1605 0.1118 -0.5962 0.24
S -1.906 -1.109 -0.060 -0.2020 0.2603 0.2462 -0.21
C 0.356 0.504 -0.320 0.0142 0.2058 0.0467 0.14
C 1.222 -0.233 0.664 -0.8293 -0.1133 -0.6463 -0.36
N 0.927 -0.809 -0.646 -0.2674 0.3580 0.1475 -0.53
H -3.127 -0.616 0.298 0.5778 -0.0818 -0.1718 0.16
H 0.792 1.402 -0.843 -0.7220 -0.9330 0.8006 0.35
H 2.174 0.174 0.833 1.2238 0.5422 0.1185 0.29
H 0.821 -0.743 1.533 -0.3289 -0.0250 -0.2593 0.21
H 1.665 -0.635 -1.317 0.2463 -0.3027 0.1006 0.24



Record 3
12
Properties=species:S:1:pos:R:3:forces:R:3:mulliken_charge:R:1 method="wB97M-V/def2-TZVPD" de_lowest_kj_mol=198.6 lumo_energy_ev=0.3 smiles="O=C1SCCN1S" charge=0 largest_force_ev_per_a=3.53 e_homo_ev=-9.529
O -0.388 2.524 -0.103 -0.8170 1.2241 0.2663 -0.44
C -0.011 1.427 -0.293 2.4623 0.0170 -1.0749 0.51
S 1.793 1.031 -0.074 -1.4361 -1.5451 -0.1069 -0.16
C 1.420 -0.836 -0.111 0.3208 0.5247 -1.3449 -0.41
C -0.143 -0.827 -0.004 -0.2179 -2.3668 -2.0879 -0.59
N -0.715 0.318 -0.800 -0.3447 -0.1001 3.5092 -0.19
S -2.331 0.343 -0.093 -0.8845 2.2538 1.4948 -0.19
H 1.822 -1.271 0.797 0.1653 -0.0740 -0.0102 0.31
H 1.952 -1.347 -1.052 -1.6535 1.1847 1.9963 0.29
H -0.596 -0.839 1.023 1.2030 0.2020 -0.6885 0.39
H -0.680 -1.676 -0.550 1.3153 0.4371 1.0285 0.31
H -2.122 1.153 1.260 -0.1131 -1.7574 -2.9820 0.17



Record 4
11
Properties=species:S:1:pos:R:3:forces:R:3:lowdin_spin:R:1 method="wB97M-V/def2-TZVPD" de_lowest_kj_mol=59.8 lumo_energy_ev="0.4 / -2.7" charge=0 largest_force_ev_per_a=8.28 spin_multiplicity=3 e_homo_ev="-7.291 / -9.484"
C -0.934 0.330 -0.175 -3.1060 3.6541 3.2621 0.04
C -0.277 0.645 1.224 -7.2563 -3.5845 -1.7581 0.03
C 1.061 -0.779 -0.929 2.1027 -0.9067 0.4802 0.66
N -0.184 -0.233 -1.102 1.8667 0.3260 1.3806 0.14
O -2.157 0.578 -0.251 2.1477 -0.8755 -1.1466 0.09
Se 2.684 -0.466 0.235 -2.0770 0.0370 -1.3065 0.99
H -1.245 0.770 1.863 1.8258 -0.3871 -0.9535 0.00
H 0.301 1.375 1.492 3.8511 4.1713 0.5173 0.01
H 0.068 -0.322 1.330 1.4745 -1.9619 1.6713 0.01
H 1.266 -1.468 -1.735 0.5672 -0.0004 0.0570 0.04
H -0.582 -0.430 -1.953 -1.3963 -0.4722 -2.2038 0.00



Record 5
10
Properties=species:S:1:pos:R:3:forces:R:3:mulliken_charge:R:1 method="wB97M-V/def2-TZVPD" de_lowest_kj_mol=552.0 lumo_energy_ev=-0.8 charge=0 largest_force_ev_per_a=8.08 e_homo_ev=-8.574
C 0.049 -0.162 -0.242 2.5642 0.8509 3.6779 0.32
C 1.092 0.790 0.619 -3.5861 -0.1829 2.4288 -0.20
C 0.864 0.494 2.014 0.8794 -0.5906 -4.8138 -0.50
H -1.239 -1.857 0.240 4.9551 1.6303 -0.9498 0.33
H -0.042 -1.732 1.704 0.7664 1.0356 -5.0422 0.42
H 1.369 1.899 0.199 -0.1945 -3.2808 0.9596 0.29
H 1.593 0.864 2.726 -0.7512 0.2819 0.4973 0.31
H 0.126 -0.427 2.138 2.0533 2.5679 0.7001 -0.01
N -0.010 -1.466 0.224 -5.5707 -3.4610 4.7172 -0.63
S -0.860 0.299 -1.432 -1.1160 1.1490 -2.1750 -0.33



Record 6
10
Properties=species:S:1:pos:R:3:forces:R:3:mulliken_charge:R:1 method="wB97M-V/def2-TZVPD" de_lowest_kj_mol=33.2 lumo_energy_ev=0.2 smiles="N/C=C/C=S" charge=0 largest_force_ev_per_a=1.88 e_homo_ev=-8.056
N -1.778 -0.615 0.168 0.3138 -1.5213 -0.8877 -0.39
C -0.474 -0.509 -0.133 1.0782 0.7603 -0.2621 0.10
C 0.341 0.539 0.178 -0.2256 0.0151 0.0398 -0.17
C 1.723 0.565 -0.231 -1.1177 -0.6972 0.2721 -0.37
S 2.811 1.706 0.080 0.4432 0.5422 0.0747 -0.30
H -2.274 -1.466 -0.002 0.0316 -0.1757 -0.1448 0.21
H -2.264 0.041 0.690 -0.6291 1.4368 1.0424 0.18
H -0.049 -1.300 -0.748 -0.2220 -0.1182 0.2100 0.25
H -0.054 1.380 0.752 0.1672 -0.1532 -0.1158 0.27
H 2.018 -0.342 -0.754 0.1605 -0.0888 -0.2287 0.21